[1]
{"formula": "C10H14N2O2PdS", "method": "ωB97M-V with the def2-TZVPD basis set", "total_charge": -2, "spin_multiplicity": 1, "species": ["Pd", "N", "C", "C", "C", "N", "H", "H", "H", "H", "H", "H", "H", "H", "H", "H", "O", "C", "O", "C", "C", "C", "C", "C", "C", "S", "H", "H", "H", "H"], "xyz": [[-0.2235, -0.1343, -1.5086], [-0.3551, 2.9166, -1.9484], [0.3043, 3.0393, -0.6349], [1.8242, 3.1765, -0.7345], [2.6025, 1.8601, -0.7661], [2.6428, 1.2488, -2.1084], [-1.3563, 2.9664, -1.7910], [-0.2442, 1.9805, -2.3510], [0.0473, 2.2226, 0.0499], [-0.0921, 3.9594, -0.1903], [2.1617, 3.7278, 0.1515], [2.0773, 3.7784, -1.6145], [2.1712, 1.1861, -0.0162], [3.6411, 2.0672, -0.4824], [1.7540, 0.7607, -2.2817], [3.3094, 0.4844, -2.0805], [-1.6072, 0.6112, 0.9989], [-0.7029, -0.2583, 1.0210], [0.5385, -0.0575, 1.1456], [-1.1693, -1.7220, 1.1159], [-1.4204, -2.1452, 2.4205], [-1.8611, -3.4253, 2.7300], [-2.0617, -4.3195, 1.6840], [-1.8165, -3.9172, 0.3829], [-1.3638, -2.6248, 0.0449], [-1.1137, -2.2913, -1.6668], [-1.2628, -1.4309, 3.2228], [-2.0447, -3.7151, 3.7598], [-2.4081, -5.3306, 1.8821], [-1.9709, -4.6140, -0.4345]], "forces_ev_per_angstrom": [[-0.013, 0.022, -0.142], [-0.139, 0.060, -0.118], [0.010, 0.025, 0.011], [-0.005, -0.076, 0.001], [-0.029, 0.008, -0.052], [0.005, 0.032, -0.017], [-0.002, -0.045, 0.068], [0.209, -0.099, 0.053], [0.003, -0.003, 0.007], [0.022, 0.011, 0.003], [-0.014, -0.019, 0.014], [0.025, 0.006, 0.000], [0.015, -0.004, 0.013], [0.006, 0.023, -0.001], [-0.068, 0.012, 0.013], [-0.017, -0.029, 0.033], [-0.008, -0.031, 0.007], [-0.017, 0.011, 0.084], [-0.049, -0.016, -0.079], [0.030, 0.049, 0.044], [-0.014, -0.047, 0.047], [0.008, 0.016, -0.062], [-0.002, -0.004, 0.034], [0.027, 0.026, -0.057], [-0.078, -0.115, 0.122], [0.090, 0.173, 0.001], [0.008, 0.023, -0.022], [-0.001, 0.000, 0.003], [0.000, -0.003, -0.015], [-0.002, -0.006, 0.005]]}

***

[2]
{"formula": "C10H14N2O3", "method": "ωB97M-V with the def2-TZVPD basis set", "spin_multiplicity": 1, "smiles": "[H]/N=C(/C)CC1=C(CCCN)C(=O)OC1=O", "species": ["H", "N", "C", "C", "C", "C", "C", "C", "C", "C", "N", "C", "O", "O", "C", "O", "H", "H", "H", "H", "H", "H", "H", "H", "H", "H", "H", "H", "H"], "xyz": [[-2.2105, -0.0485, -3.0894], [-3.0184, 0.1958, -2.5186], [-2.7478, 0.0194, -1.2910], [-3.7962, 0.3527, -0.2746], [-1.4096, -0.4948, -0.7959], [-0.6817, 0.5808, -0.0449], [0.1990, 0.4489, 0.9625], [0.8820, -0.7488, 1.5287], [1.7317, -1.4475, 0.4276], [3.1969, -1.0085, 0.4026], [3.4849, -0.1065, -0.7326], [0.2072, 1.7968, 1.5994], [0.1344, 1.9982, 2.7708], [-0.1204, 2.7605, 0.6487], [-0.6427, 2.0212, -0.4122], [-0.6799, 2.4509, -1.5202], [-4.1021, -0.5178, 0.3043], [-4.6736, 0.7080, -0.8055], [-3.4888, 1.1431, 0.4092], [-0.8197, -0.9761, -1.5691], [-1.6433, -1.2430, -0.0332], [0.1940, -1.4676, 1.9624], [1.5932, -0.3855, 2.2654], [1.6878, -2.5236, 0.5846], [1.3332, -1.2340, -0.5588], [3.5237, -0.5470, 1.3319], [3.8215, -1.8926, 0.2710], [4.0829, -0.5569, -1.4068], [3.9625, 0.7225, -0.4162]], "forces_ev_per_angstrom": [[-0.002, 0.020, -0.126], [0.063, -0.134, 0.252], [0.030, 0.069, -0.791], [-0.326, 0.068, -0.101], [-0.476, 0.306, 0.826], [0.657, -0.309, 0.319], [-0.685, 0.215, -0.100], [0.552, 0.201, -0.836], [-0.028, -0.005, 0.499], [0.457, -0.144, -0.898], [-0.222, 0.145, 0.406], [-1.105, -0.031, 0.374], [0.972, 0.301, -0.011], [-0.284, -0.583, 0.131], [1.419, -0.010, -0.804], [-0.851, 0.346, 0.119], [0.189, -0.088, 0.152], [-0.046, 0.060, -0.072], [0.188, -0.048, 0.138], [0.072, 0.143, -0.250], [0.176, -0.277, -0.095], [-0.195, 0.097, 0.214], [-0.287, -0.179, 0.523], [-0.060, -0.081, 0.034], [-0.129, -0.107, -0.122], [-0.175, 0.047, 0.180], [-0.007, -0.156, 0.211], [0.045, -0.006, -0.100], [0.060, 0.144, -0.072]]}

***

[3]
{"formula": "C10H14N2O7W", "method": "ωB97M-V with the def2-TZVPD basis set", "total_charge": 4, "spin_multiplicity": 1, "species": ["W", "O", "C", "O", "C", "C", "C", "C", "C", "O", "C", "C", "O", "O", "H", "H", "H", "H", "H", "H", "H", "H", "C", "O", "C", "O", "N", "N", "H", "H", "H", "H", "H", "H"], "xyz": [[-0.0421, -0.8252, -0.4387], [-1.2020, 2.7768, -1.5823], [-0.3834, 2.0219, -1.6698], [-0.1355, 0.8586, -0.1286], [0.6828, 1.4816, -2.5847], [1.9720, 1.1841, -1.7568], [3.2001, 1.1753, -2.6178], [2.9907, -0.0467, -3.5295], [1.7285, -0.6872, -3.0254], [1.7130, -0.3512, -1.4613], [0.4263, 0.0671, -3.3400], [-0.6222, -0.7651, -2.5949], [-1.5170, -0.2650, -1.8578], [-0.2029, -1.9090, -2.0317], [0.8130, 2.2799, -3.3242], [2.0719, 1.6956, -0.8020], [4.0965, 1.0833, -2.0065], [3.2783, 2.1185, -3.1643], [3.8164, -0.7519, -3.4464], [2.8873, 0.2021, -4.5890], [1.6923, -1.7641, -3.1473], [0.2236, 0.2150, -4.4052], [0.6801, -3.0718, 4.4852], [0.9625, -2.4092, 3.1020], [0.1823, -2.0714, 2.2248], [0.7092, -1.5438, 1.0889], [-1.1498, -2.1124, 2.1472], [-1.7333, -1.6621, 0.9304], [0.5712, -2.2363, 5.1708], [1.5882, -3.6409, 4.6524], [-0.2022, -3.6974, 4.3820], [-1.7570, -2.4547, 2.8933], [-2.4464, -0.9510, 1.1508], [-2.2395, -2.4536, 0.5037]], "forces_ev_per_angstrom": [[1.072, 0.448, 2.203], [-0.158, -0.040, 0.958], [-0.260, 1.020, -2.777], [-0.180, -1.257, 0.754], [0.321, -0.816, 0.562], [0.067, -0.006, 0.084], [0.039, 0.073, 0.026], [0.126, -0.080, 0.087], [0.289, -0.086, -0.281], [-0.534, 0.524, -0.490], [-0.178, 0.065, -0.138], [-0.264, -0.130, 0.161], [-0.004, 0.409, -0.418], [-0.138, 0.104, -0.726], [0.056, 0.056, 0.066], [-0.101, -0.057, 0.041], [-0.015, -0.022, 0.022], [0.003, 0.016, 0.029], [0.008, 0.004, -0.015], [-0.050, 0.000, 0.006], [-0.056, -0.005, 0.059], [-0.073, -0.075, -0.001], [-0.013, 0.013, 0.067], [-0.037, -0.069, 0.073], [-0.154, 0.038, -0.073], [0.238, -0.151, -0.029], [0.039, -0.002, 0.060], [-0.020, -0.027, -0.158], [-0.007, 0.028, -0.025], [0.010, 0.000, -0.032], [0.013, -0.020, -0.038], [-0.019, -0.012, -0.012], [0.011, 0.026, -0.008], [-0.035, 0.029, -0.036]]}

***

[4]
{"formula": "C10H14N2PZn", "method": "ωB97M-V with the def2-TZVPD basis set", "total_charge": -1, "spin_multiplicity": 1, "species": ["C", "C", "C", "C", "C", "Zn", "P", "H", "H", "H", "H", "H", "H", "H", "H", "N", "C", "C", "C", "N", "C", "C", "H", "H", "H", "H", "H", "H"], "xyz": [[1.2764, -0.5732, -1.4664], [0.0758, 0.0013, -2.0126], [-0.8621, -1.0810, -2.2719], [-0.2517, -2.2754, -1.7331], [1.1118, -1.9468, -1.3523], [-1.0314, -0.7425, -0.3719], [-0.0626, 2.3606, 0.2377], [2.1831, -0.0075, -1.2382], [-0.0078, 1.0103, -2.4119], [-1.7799, -1.0314, -2.8546], [1.9196, -2.6517, -1.1159], [-0.6069, -3.2975, -1.8804], [-1.1400, 2.8359, 1.0486], [0.2538, 3.6640, -0.2371], [0.9294, 2.3536, 1.2654], [-0.4839, -1.0253, 5.6625], [-0.4794, -0.7586, 4.3312], [0.5649, -1.2292, 3.5058], [0.3864, -1.2372, 2.1357], [-0.7274, -0.7021, 1.5529], [-1.6247, -0.0496, 2.3381], [-1.5335, -0.0501, 3.7184], [0.2131, -1.6326, 6.0714], [-1.2871, -0.8175, 6.2395], [1.4761, -1.6376, 3.9373], [1.1426, -1.6711, 1.4684], [-2.4175, 0.4944, 1.8128], [-2.2863, 0.4640, 4.3082]], "forces_ev_per_angstrom": [[-0.231, 0.625, -0.695], [0.731, -0.747, -1.522], [1.392, -0.269, -1.195], [1.579, -0.390, -1.364], [-0.892, -0.516, -0.207], [-2.031, 0.395, 2.781], [-0.324, 0.343, 0.375], [-0.376, -0.201, 0.041], [-0.184, -0.322, 0.441], [0.338, 0.057, 0.484], [-0.642, 0.286, 0.277], [-0.116, 0.508, 0.271], [0.420, -0.109, -0.062], [0.092, 0.009, 0.069], [-0.162, 0.124, -0.032], [0.189, -0.173, 2.287], [-0.006, 0.241, -1.280], [-0.576, -0.280, -0.773], [0.641, 0.041, 0.794], [0.531, 0.044, -0.651], [-0.256, 0.524, 1.331], [0.227, -0.243, -1.043], [-0.316, 0.178, -0.226], [0.272, -0.082, -0.316], [-0.046, -0.088, -0.019], [-0.306, 0.316, 0.182], [0.079, -0.318, 0.025], [-0.026, 0.048, 0.024]]}

***

[5]
{"formula": "C10H14N2S2", "method": "ωB97M-V with the def2-TZVPD basis set", "spin_multiplicity": 1, "species": ["C", "C", "C", "C", "C", "C", "C", "C", "C", "C", "N", "N", "S", "S", "H", "H", "H", "H", "H", "H", "H", "H", "H", "H", "H", "H", "H", "H"], "xyz": [[-2.6498, 2.5338, 0.1609], [-1.7836, 1.8368, 0.9950], [-1.8813, 0.9439, -1.0540], [2.4372, 1.3671, 0.5150], [-2.1317, -1.7017, 1.1685], [0.9246, -2.2322, 0.0461], [2.6084, 0.1716, -0.3214], [1.5103, -0.3003, -1.2870], [-0.3495, -0.2224, 0.5280], [0.3417, -1.0045, -0.5731], [-2.7381, 1.8977, -1.0629], [-1.2134, 0.8367, 0.1925], [1.1861, 2.4618, 0.4993], [-3.2026, -2.0847, 0.1081], [-3.2534, 3.3512, 0.3191], [-1.6706, 1.9672, 2.0681], [-1.7637, 0.2606, -1.9210], [3.3614, 1.5797, 1.2223], [-2.0854, -1.9256, 2.2254], [1.7799, -1.8665, 0.5721], [1.2908, -2.9200, -0.7256], [0.2927, -2.7283, 0.6353], [3.5147, 0.3589, -0.9130], [2.6849, -0.7232, 0.4595], [1.1198, 0.5357, -1.8032], [1.9032, -0.9913, -2.1099], [0.2682, -0.1717, 1.4774], [-0.5010, -1.2304, -1.4215]], "forces_ev_per_angstrom": [[1.479, -3.023, 0.011], [-0.723, 0.494, -1.048], [0.802, -1.169, 0.359], [-0.008, 2.633, 1.340], [2.462, 1.445, -0.252], [1.943, 0.699, -2.895], [-0.158, -2.253, 0.537], [0.048, -0.211, -0.336], [-1.618, -1.540, 1.152], [-2.343, 0.024, -1.868], [-0.069, 1.253, -0.059], [-0.795, -0.157, -0.697], [2.179, -1.032, -0.083], [-0.244, 0.029, -0.439], [-1.075, 1.612, 0.750], [0.549, -0.230, -0.434], [0.273, 0.560, 1.093], [-1.908, -0.544, -1.303], [-0.103, -0.088, 0.197], [0.268, -0.750, 0.828], [-0.012, 0.126, 0.098], [-2.485, -1.922, 2.520], [0.263, -0.558, 0.495], [1.124, 2.169, -1.641], [-0.382, 1.143, -0.655], [-0.247, 0.772, 1.365], [-1.216, 0.366, -1.094], [1.994, 0.154, 2.058]]}

***

[6]
{"formula": "C10H14N2SSi", "method": "ωB97M-V with the def2-TZVPD basis set", "spin_multiplicity": 1, "species": ["C", "C", "C", "C", "C", "C", "C", "C", "C", "C", "N", "N", "Si", "S", "H", "H", "H", "H", "H", "H", "H", "H", "H", "H", "H", "H", "H", "H"], "xyz": [[-3.8570, 1.8150, 0.1140], [-2.5435, 2.3067, 0.3806], [-3.9264, 0.4896, -0.1230], [-1.4285, 1.5972, 0.1658], [-2.7309, -0.3404, -0.1789], [-1.4482, 0.1583, -0.0016], [-1.9538, -2.5164, -0.2804], [2.0206, -2.2631, -0.2654], [1.9186, -0.0132, 1.7564], [1.5356, 0.7489, -1.2423], [-2.9447, -1.7034, -0.2231], [-0.4589, -0.6512, -0.1015], [1.2760, -0.5724, -0.0037], [-1.2846, -3.9432, -0.2553], [-4.7427, 2.4383, -0.0043], [-2.3499, 3.4324, 0.5467], [-4.7366, -0.0475, -0.4911], [-0.4348, 1.9906, 0.2965], [1.7643, -2.8575, 0.5469], [1.6336, -2.7194, -1.2414], [3.0690, -2.4185, -0.3571], [1.6649, -0.6976, 2.4788], [3.0249, 0.2632, 1.6387], [1.4726, 0.9780, 2.0024], [0.8133, 0.7612, -2.0573], [1.6530, 1.8102, -0.8683], [2.4749, 0.6737, -1.7210], [-3.9567, -2.0342, -0.1037]], "forces_ev_per_angstrom": [[0.390, 0.520, 0.276], [-0.743, 3.471, -0.674], [3.076, -1.610, -0.531], [1.270, -1.885, 0.817], [-3.090, 3.049, 0.942], [-1.521, 1.624, -0.610], [1.641, -0.556, 0.577], [-0.847, 0.301, -3.152], [0.978, 3.019, -3.352], [0.731, 2.049, -0.298], [-0.891, -1.029, -0.128], [0.788, -3.643, 0.326], [-0.489, 0.544, 1.653], [-0.518, 0.624, -0.210], [0.396, 0.015, 0.361], [-0.717, -1.837, -0.118], [-2.078, -0.373, -0.208], [0.026, 0.508, 0.047], [-0.939, -1.292, 1.450], [0.124, 0.409, 1.386], [1.137, 0.660, -0.004], [-0.099, -1.625, 1.856], [-1.282, -0.936, 0.478], [-0.031, -0.675, -0.053], [-0.250, -0.095, 0.196], [-0.646, -1.097, 0.083], [1.359, -0.480, -0.769], [2.225, 0.341, -0.341]]}

***

[7]
{"formula": "C10H14N3", "method": "ωB97M-V with the def2-TZVPD basis set", "total_charge": 1, "spin_multiplicity": 1, "smiles": "C[n+]1cc[nH]c1[C@H]1C=CC=C(N)C1", "species": ["C", "N", "C", "C", "N", "C", "C", "C", "C", "C", "C", "N", "C", "H", "H", "H", "H", "H", "H", "H", "H", "H", "H", "H", "H", "H", "H"], "xyz": [[1.9425, 2.2484, 0.4723], [1.7930, 0.8658, 0.0097], [2.7990, 0.2084, -0.6825], [2.2902, -1.0822, -0.8394], [1.1124, -1.1518, -0.2062], [0.8290, 0.0128, 0.3861], [-0.4515, 0.4112, 1.1607], [-1.0913, 1.4285, 0.3252], [-1.8403, 0.9614, -0.7393], [-1.8700, -0.4323, -1.0248], [-1.5229, -1.3489, -0.1101], [-1.5091, -2.7655, -0.3541], [-1.3251, -0.8005, 1.2694], [1.2038, 2.6074, 1.1196], [2.9588, 2.3618, 0.6812], [1.8402, 2.7379, -0.4862], [3.6890, 0.6083, -1.0205], [2.5844, -2.0236, -1.3728], [0.6241, -2.0520, -0.0160], [-0.1393, 0.7014, 2.1879], [-0.8982, 2.5028, 0.5406], [-2.3872, 1.5783, -1.4239], [-2.0810, -0.6547, -2.1405], [-1.4596, -3.3191, 0.4571], [-2.2945, -2.9691, -1.0356], [-1.0636, -1.6898, 1.8828], [-2.3931, -0.3297, 1.6264]], "forces_ev_per_angstrom": [[0.015, -0.788, -3.409], [0.378, -0.743, 1.724], [-3.252, -3.013, 0.095], [1.989, -0.337, -1.294], [-0.921, -0.806, 1.606], [-0.121, 0.770, -0.177], [2.647, -1.451, 1.064], [-2.006, 1.372, -1.788], [1.328, 1.174, 2.061], [-0.143, -1.149, -2.902], [-1.781, -0.753, -0.500], [-1.069, 2.655, -2.033], [-2.799, -0.508, 0.523], [-0.664, 0.112, 1.254], [1.350, 0.429, 1.309], [-0.291, 1.052, -0.027], [1.378, 0.994, -0.532], [0.304, 1.501, 0.561], [0.330, 1.110, -0.589], [-0.261, 0.300, -0.716], [-0.512, -0.946, -0.326], [0.100, 0.624, -0.069], [0.213, -0.116, 2.068], [-0.466, -0.856, 0.948], [1.589, -0.326, 1.320], [0.309, 1.175, 0.419], [2.356, -1.474, -0.589]]}

***

[8]
{"formula": "C10H14N3O", "method": "ωB97M-V with the def2-TZVPD basis set", "total_charge": -1, "spin_multiplicity": 1, "species": ["C", "C", "C", "C", "C", "C", "C", "C", "C", "C", "N", "N", "N", "O", "H", "H", "H", "H", "H", "H", "H", "H", "H", "H", "H", "H", "H", "H"], "xyz": [[-0.9578, -2.0564, 1.3669], [-1.2707, -0.9943, -1.7595], [-0.6245, 0.3393, 1.4065], [-0.5073, -0.8691, 0.8135], [0.0263, -3.0095, -1.3013], [1.3096, -0.8500, -1.7653], [-0.4799, 2.7396, 1.7904], [-0.3574, 1.9583, -0.4805], [-0.0215, -1.5007, -1.3357], [0.0194, 1.6148, 0.9654], [-1.3227, -3.0521, 1.7797], [-2.2956, -0.5745, -2.0436], [1.5207, 1.5079, 1.3718], [2.3184, 0.9686, 0.4724], [-0.7613, 0.5242, 2.4717], [0.9087, -3.3299, -0.6713], [-0.8573, -3.4901, -0.7609], [0.0924, -3.3453, -2.2522], [1.1957, -0.4534, -2.7457], [1.8462, -0.3142, -0.9840], [2.0284, -1.7533, -1.8867], [-1.4933, 2.9619, 1.3015], [-0.8311, 2.4665, 2.8460], [0.3637, 3.3686, 1.7829], [-0.1550, 2.9825, -0.6143], [-1.3593, 1.8894, -0.6439], [0.2031, 1.5054, -1.3073], [1.4620, 0.7657, 2.1834]], "forces_ev_per_angstrom": [[0.599, 1.577, -0.558], [0.569, 0.277, -0.045], [2.012, -0.192, -0.598], [0.488, 0.226, -1.639], [-0.570, 0.270, 5.150], [0.417, -3.574, 0.424], [-3.697, -0.979, 1.052], [3.782, -0.090, -0.071], [0.708, 0.743, 2.928], [-0.174, -1.458, -0.557], [-0.797, -2.329, 0.913], [-1.209, 0.342, -0.618], [-1.047, -1.258, 1.179], [0.538, -0.598, -1.134], [-0.931, -1.264, 0.119], [-0.712, 0.334, -0.935], [0.898, 0.782, -0.948], [0.324, -1.324, -3.101], [0.109, 1.025, -0.569], [-0.495, 1.158, 0.210], [-1.081, 1.193, -0.101], [1.498, 0.952, 0.699], [1.074, 0.233, -1.105], [0.298, 1.899, 0.142], [0.472, 1.646, -0.172], [-2.905, -0.741, -0.267], [-0.083, -0.496, 0.574], [-0.086, 1.644, -0.974]]}

***

Energy above the lowest of the compared OMol25 structures with the same formula, charge and spin readings, ordered: 58.6, 171.2, 232.2, 19.8, 529.3, 155.5, 171.8, 123.0 kJ/mol
DFT total energy readings, ordered: -1175.50492, -724.65391, -1090.88809, -2619.48266, -1295.12156, -1186.56293, -553.43134, -628.73089 Ha